The following is a quantum chemistry calculation of a molecular structure, C25H30AsFN3O6PdS2, from OMol25.

As for the calculated total energy: -131877.5511 eV. For the HOMO-LUMO gap, the calculation gives 0.2584 Eh. As for the strongest force on any atom: 0.71 eV/A.

The geometry in ORCA input format:
```
! RIJCOSX wB97M-V def2-TZVPD def2/J DEFGRID3
* xyz -1 1
Pd 0.0704 0.2413 0.8823
As 0.4056 2.7187 2.3315
S -0.9979 -1.5138 -0.2287
S -2.7603 1.4435 1.6259
F 1.4812 -2.3167 1.5577
O 0.9701 1.2378 2.8135
O -2.6454 1.8952 0.2485
O -4.0457 0.9059 1.9897
O 1.4733 3.9932 2.9537
O -1.6398 0.5457 2.0287
O 0.2964 2.7860 0.6899
N 1.7731 -0.0330 -0.0988
N -1.7581 0.3550 -1.9815
N -0.2821 -1.2369 -2.7572
C -1.0080 -0.7161 -1.7532
C -1.2068 4.4047 3.9982
C 1.8342 1.6112 -3.6465
C 5.0799 -0.7140 1.4668
C 4.1601 0.8993 3.1540
C -2.5183 2.8566 2.7165
C 2.3186 -1.2533 -0.4122
C 1.3236 1.9429 -2.2397
C -2.3642 4.9709 4.5148
C 4.4100 3.2377 -0.4627
C -3.6001 4.4847 4.1268
C 2.4631 2.0439 -1.2480
C 4.5733 2.3026 0.5451
C 2.1391 -2.4101 0.3689
C 0.4541 3.2001 -2.2846
C 3.6992 1.2289 0.6842
C 3.9191 0.2272 1.8025
C 3.3539 3.1044 -1.3477
C 3.4632 -3.7764 -1.0969
C 2.6426 1.0860 -0.2339
C -3.6720 3.4259 3.2335
C 3.7105 -2.6527 -1.8713
C -1.2661 3.3473 3.0970
C 3.1532 -1.4288 -1.5343
C 2.6738 -3.6366 0.0387
H -0.2419 4.7952 4.2898
H 0.4358 -1.8945 -2.4863
H 4.3469 -2.7210 -2.7451
H 2.4883 2.4028 -4.0185
H 1.0363 4.0743 -2.5850
H 1.0009 1.5307 -4.3534
H -2.1841 0.8416 -1.1756
H 6.0129 -0.1508 1.3743
H -1.6053 0.9036 -2.8122
H 3.8926 -4.7361 -1.3504
H -4.6251 3.0096 2.9420
H 2.2684 3.9815 2.4124
H 4.9147 -1.2480 0.5302
H 2.3980 0.6786 -3.6723
H 4.2612 0.1351 3.9277
H -4.5097 4.9161 4.5239
H 3.0010 -0.3545 1.8982
H 5.2107 -1.4519 2.2613
H 3.3157 1.5307 3.4239
H 5.0791 1.4913 3.1593
H -2.2926 5.7910 5.2179
H 0.7082 1.1192 -1.8847
H -0.3436 3.0806 -3.0261
H 3.3816 -0.5543 -2.1287
H 5.0981 4.0692 -0.5538
H 5.3971 2.4089 1.2404
H -0.0988 -0.6861 -3.5802
H 2.4828 -4.4661 0.7061
H 3.2124 3.8451 -2.1260
H 0.0132 3.3914 -1.3086
*
```

Löwdin population analysis, charges in e, atoms 1 to 5:
1 Pd 0.79
2 As 0.86
3 S 0.72
4 S 0.48
5 F 0.01

The following is a quantum chemistry calculation of a molecular structure, C25H30BFN2O3PtTe, from OMol25.

As for the calculated total energy: -49472.1936 eV. For the HOMO-LUMO gap, the calculation gives 0.2916 Eh. The energy above the lowest of the compared OMol25 structures with the same formula, charge and spin comes out at 0.00 kcal/mol. As for the strongest force on any atom: 0.68 eV/A.

The geometry in ORCA input format:
```
! RIJCOSX wB97M-V def2-TZVPD def2/J DEFGRID3
* xyz 0 1
Pt -1.1724 -0.4608 0.3861
Te 1.2920 -0.8984 1.3515
F -7.1753 0.1658 -0.7917
O -1.4994 2.3891 -0.6120
O 0.2720 2.1071 0.7954
O -1.4959 -2.7255 0.5791
N -1.6404 -4.7921 -0.3075
N -0.9981 -2.9894 -1.6208
C 1.5494 -3.5289 2.8221
C -1.8594 4.3973 0.6178
C 1.6952 -4.9003 2.9853
C -3.1159 -0.1196 -0.0005
C 5.1531 0.4317 -1.3337
C 5.3069 0.1057 0.0068
C 2.9626 -0.3997 0.1547
C 1.9184 -5.7132 1.8843
C 4.2121 -0.3018 0.7546
C 1.9924 -5.1551 0.6146
C 1.6212 -2.9706 1.5532
C -1.3856 -3.4594 -0.4058
C -3.5997 -0.0347 -1.3099
C 0.4657 3.3929 0.1699
C -4.9581 0.0611 -1.5878
C 0.9739 4.3727 1.2116
C 2.8104 -0.0841 -1.1898
C 1.5115 3.2109 -0.9234
C 3.9060 0.3329 -1.9330
C -0.9619 4.4642 -1.7065
C -0.9530 3.7039 -0.3930
C -5.4203 0.0279 0.7772
C -5.8453 0.0812 -0.5327
C -4.0567 -0.0692 1.0304
C 1.8388 -3.7868 0.4477
B -0.8222 1.4881 0.1845
H 1.1628 2.5081 -1.6821
H 6.0060 0.7661 -1.9100
H -5.3283 0.1313 -2.6024
H -1.8451 3.8764 1.5758
H 2.4178 2.8039 -0.4749
H 0.3025 4.4319 2.0653
H 1.6412 -5.3306 3.9769
H -1.3055 -5.4257 -1.0106
H -2.9042 -0.0126 -2.1407
H -1.7259 -5.1446 0.6302
H 1.8357 -0.1647 -1.6555
H -3.7247 -0.1038 2.0614
H 2.0406 -6.7808 2.0152
H -1.9922 4.6296 -2.0217
H -0.4799 5.4376 -1.5927
H -0.9902 -1.9785 -1.6948
H -1.5677 5.4366 0.7765
H 1.7582 4.1571 -1.4068
H -6.1464 0.0646 1.5787
H -1.1987 -3.5199 -2.4507
H -2.8806 4.3749 0.2380
H 4.3303 -0.5457 1.8034
H 1.8866 -3.3556 -0.5451
H 1.3716 -2.8972 3.6836
H 6.2797 0.1791 0.4758
H 3.7831 0.5789 -2.9801
H -0.4523 3.9100 -2.4920
H 2.1677 -5.7867 -0.2473
H 1.9519 4.0469 1.5671
H 1.0841 5.3704 0.7812
*
```

Löwdin population analysis, charges in e, atoms 1 to 5:
1 Pt 0.76
2 Te 1.50
3 F 0.03
4 O 0.07
5 O -0.01